No. 1
63
Properties=species:S:1:pos:R:3:forces:R:3:nbo_charge:R:1 method="wB97M-V/def2-TZVPD" smiles="C#CCC(=O)OC.c1cc[nH]c1.c1cc[nH]c1.c1cc[nH]c1.c1cc[nH]c1.c1cc[nH]c1" e_tot_ha=-1395.3648 de_lowest_kj_mol=560.7 homo_lumo_gap_ha=0.309
C 0.584 -1.148 -4.499 -0.090 -0.300 -0.114 -0.2225
C 1.147 -1.847 -3.704 -0.070 0.015 0.087 -0.0183
C 1.821 -2.729 -2.748 0.099 0.452 -0.058 -0.6030
C 3.230 -3.051 -3.238 0.293 -0.248 -0.323 0.8129
O 3.429 -3.864 -4.087 0.008 -0.168 0.189 -0.5174
O 4.286 -2.404 -2.646 -0.607 0.035 -0.238 -0.5420
C 4.203 -0.979 -2.763 0.224 0.365 0.323 -0.2616
H 0.013 -0.668 -5.258 0.115 0.200 0.073 0.2441
H 1.276 -3.670 -2.694 0.075 -0.073 0.052 0.2779
H 1.844 -2.273 -1.758 -0.037 -0.027 -0.004 0.2500
H 4.356 -0.668 -3.797 -0.058 -0.111 -0.026 0.1914
H 3.252 -0.582 -2.402 -0.027 -0.095 -0.008 0.1826
H 5.000 -0.565 -2.152 0.002 -0.078 0.014 0.2076
N -3.255 -0.470 -1.703 0.018 0.047 -0.004 -0.5064
C -3.985 0.650 -1.407 0.004 -0.045 0.110 -0.0948
C -3.410 1.709 -2.059 0.023 0.077 0.039 -0.3215
C -2.292 1.205 -2.781 0.061 -0.001 0.057 -0.3070
C -2.224 -0.142 -2.539 -0.032 -0.054 0.050 -0.0770
H -3.446 -1.392 -1.356 -0.010 -0.008 -0.017 0.4162
H -4.844 0.598 -0.759 -0.030 0.013 -0.041 0.2165
H -3.751 2.731 -2.024 -0.052 -0.015 -0.040 0.2312
H -1.616 1.768 -3.402 -0.006 0.001 -0.007 0.2241
H -1.530 -0.888 -2.886 0.016 0.013 -0.006 0.2254
N -1.557 1.683 1.002 -0.012 0.007 -0.002 -0.5101
C -2.004 1.440 2.271 0.008 -0.046 -0.053 -0.0629
C -1.070 1.927 3.147 0.015 -0.003 0.025 -0.3221
C -0.020 2.489 2.370 0.083 0.029 0.072 -0.3302
C -0.354 2.324 1.051 0.003 -0.077 -0.044 -0.0696
H -2.042 1.427 0.157 -0.064 0.040 -0.091 0.4294
H -2.942 0.942 2.442 0.007 -0.006 0.017 0.2082
H -1.133 1.884 4.222 -0.024 0.025 -0.001 0.2212
H 0.877 2.965 2.735 -0.028 0.072 -0.019 0.2173
H 0.161 2.605 0.149 0.007 0.003 0.005 0.2130
N -5.430 4.805 -0.210 -0.001 -0.014 -0.049 -0.5090
C -6.459 3.905 -0.152 0.058 -0.030 0.030 -0.0838
C -7.567 4.498 -0.696 -0.001 -0.011 -0.016 -0.2932
C -7.190 5.807 -1.100 0.002 0.009 -0.005 -0.3082
C -5.866 5.966 -0.788 0.033 -0.002 0.016 -0.0760
H -4.498 4.640 0.124 -0.006 0.001 0.023 0.4135
H -6.315 2.925 0.270 -0.021 0.004 0.017 0.2051
H -8.539 4.045 -0.794 0.000 0.000 -0.002 0.2198
H -7.819 6.547 -1.567 0.000 0.000 -0.001 0.2220
H -5.202 6.801 -0.926 -0.013 0.009 0.001 0.2107
N 4.159 -4.642 -0.394 -0.050 -0.001 0.031 -0.5120
C 4.442 -5.857 0.165 0.019 -0.006 -0.075 -0.0726
C 3.742 -5.957 1.338 0.007 -0.007 0.002 -0.3105
C 3.009 -4.751 1.497 -0.031 0.004 0.012 -0.2917
C 3.289 -3.961 0.414 0.003 0.011 -0.070 -0.0887
H 4.538 -4.290 -1.255 0.102 0.016 0.052 0.4210
H 5.113 -6.546 -0.319 -0.005 -0.009 0.008 0.2111
H 3.757 -6.799 2.010 0.000 -0.001 0.001 0.2206
H 2.357 -4.490 2.314 0.011 0.013 0.006 0.2217
H 2.950 -2.973 0.155 0.041 0.030 0.063 0.1997
N 2.433 0.588 4.161 -0.004 0.010 0.026 -0.5065
C 3.470 0.485 3.277 -0.014 0.019 -0.003 -0.0835
C 4.383 -0.394 3.800 0.007 -0.002 -0.019 -0.2962
C 3.872 -0.840 5.048 0.000 -0.010 0.007 -0.3104
C 2.667 -0.217 5.241 -0.013 0.034 -0.011 -0.0771
H 1.621 1.164 4.030 -0.050 -0.083 -0.066 0.4183
H 3.469 1.042 2.356 0.006 0.001 -0.001 0.2064
H 5.311 -0.686 3.338 -0.004 -0.011 0.000 0.2183
H 4.335 -1.539 5.725 0.000 -0.004 -0.005 0.2204
H 1.960 -0.278 6.051 0.010 -0.007 0.009 0.2081

No. 2
9
Properties=species:S:1:pos:R:3:forces:R:3:nbo_charge:R:1 method="wB97M-V/def2-TZVPD" e_tot_ha=-772.5126 de_lowest_kj_mol=509.9 homo_lumo_gap_ha="0.254 / 0.322"
C -0.289 -0.948 0.283 -1.659 3.809 0.439 0.0546
N -0.394 -2.105 0.589 -0.059 -2.853 0.638 -0.1369
N 0.673 -0.381 -0.616 1.573 1.914 0.515 -0.1863
O 4.199 -0.020 -0.528 -1.749 0.002 1.451 -0.8449
O 2.245 0.926 0.757 0.174 1.189 0.165 -0.9375
O 1.814 -1.035 -0.722 -1.226 -0.804 -0.799 -0.3773
S 3.053 -0.208 0.377 3.171 -0.561 -0.748 1.7745
H -1.071 -0.201 0.793 1.712 -1.100 -1.303 0.2347
H 1.045 0.633 -0.359 -1.938 -1.596 -0.357 0.4191

No. 3
15
Properties=species:S:1:pos:R:3:forces:R:3:nbo_charge:R:1 method="wB97M-V/def2-TZVPD" smiles="N[C@@]1(F)CC=NC(=O)N1" e_tot_ha=-495.3452 de_lowest_kj_mol=169.9 homo_lumo_gap_ha=0.352
C -1.152 1.456 0.042 2.457 -0.322 -0.238 0.2161
C -2.403 -0.448 0.027 0.099 -2.112 0.423 0.7495
C -0.180 0.897 1.030 -0.151 -1.523 3.508 -0.5466
C -0.051 -0.596 0.601 2.003 1.458 -2.760 0.6909
N -2.140 0.813 -0.361 -0.764 2.103 -1.519 -0.4548
N -1.276 -1.206 0.342 -0.750 -1.560 1.146 -0.6998
N 0.877 -0.387 -0.882 -0.502 0.329 4.964 -0.9316
O -3.472 -0.972 -0.073 -1.052 -0.262 0.344 -0.5529
F 0.677 -1.389 1.455 -0.236 0.717 -0.639 -0.3387
H -0.665 2.185 -0.604 -0.952 0.919 0.182 0.1973
H 0.813 1.340 0.989 -0.244 0.133 -0.213 0.2550
H -0.513 0.965 2.199 0.411 -0.218 -2.783 0.2396
H -1.479 -2.144 0.776 0.463 1.513 -0.891 0.4386
H 1.672 -0.979 -0.665 -0.109 -0.178 -0.775 0.3690
H 0.370 -0.584 -1.704 -0.671 -0.996 -0.748 0.3683

No. 4
61
Properties=species:S:1:pos:R:3:forces:R:3:nbo_charge:R:1 method="wB97M-V/def2-TZVPD" charge=-1 e_tot_ha=-6400.1140 de_lowest_kj_mol=156.8 s2=0.767 spin_multiplicity=2 homo_lumo_gap_ha="0.205 / 0.213"
Ru 0.040 1.553 0.088 -0.716 -2.712 -1.263 0.8533
O 4.389 1.821 -0.569 0.052 0.005 0.047 -0.6844
C 4.653 0.558 -0.943 -0.008 -0.011 -0.102 0.3366
C 5.964 0.196 -1.245 0.027 0.058 0.020 -0.2794
C 6.250 -1.085 -1.686 -0.053 0.006 0.018 -0.1899
C 5.237 -2.023 -1.843 0.018 -0.095 -0.038 -0.2729
C 3.934 -1.670 -1.524 0.040 0.067 0.082 -0.1913
C 3.636 -0.400 -1.052 -0.088 0.090 0.023 -0.0980
C 2.232 -0.030 -0.636 0.220 -0.010 -0.138 0.2124
O 1.867 1.243 -0.999 -0.261 0.643 0.999 -0.7775
N 2.152 -0.097 0.835 -0.161 -0.627 0.080 -0.3930
N 0.938 0.265 1.270 -0.767 1.506 -0.930 -0.0951
C 0.753 0.106 2.628 0.064 -0.088 0.584 -0.1740
C -0.373 0.374 3.266 -0.075 -0.269 -0.255 0.2330
Br -0.063 3.105 1.959 0.285 0.350 0.079 -0.3667
C -1.416 0.463 4.042 -0.042 -0.029 -0.061 -0.3009
C -2.145 -0.683 4.631 0.062 0.020 0.045 0.0364
C -1.994 -1.986 4.166 -0.060 0.017 -0.041 -0.2253
C -2.608 -3.041 4.817 -0.019 -0.028 0.008 -0.1918
C -3.377 -2.814 5.952 0.027 -0.016 -0.014 -0.2190
C -3.544 -1.518 6.415 -0.036 0.005 0.016 -0.2119
C -2.939 -0.460 5.754 -0.031 0.069 -0.030 -0.2218
H 3.405 1.933 -0.621 -0.023 -0.015 -0.005 0.5218
H 6.741 0.943 -1.141 -0.003 0.000 -0.014 0.2179
H 7.273 -1.350 -1.924 0.002 0.000 -0.009 0.2048
H 5.458 -3.015 -2.215 0.010 0.003 0.013 0.2058
H 3.128 -2.387 -1.638 0.001 -0.008 0.001 0.2067
H 1.533 -0.790 -1.032 -0.038 0.051 0.030 0.1522
H 2.550 -0.912 1.293 0.056 0.066 0.020 0.3795
H 1.640 -0.099 3.224 0.044 0.019 -0.108 0.2132
H -1.769 1.452 4.320 0.169 0.065 0.017 0.2556
H -1.406 -2.166 3.280 0.119 -0.036 -0.194 0.2310
H -2.486 -4.047 4.435 -0.003 0.009 0.001 0.2129
H -3.842 -3.643 6.470 -0.023 0.010 -0.018 0.2087
H -4.146 -1.329 7.294 -0.007 0.005 -0.012 0.2093
H -3.076 0.551 6.120 0.033 -0.004 -0.014 0.2104
O -6.753 -2.067 -0.019 0.000 0.026 0.030 -0.5744
C -5.624 -1.658 0.049 0.056 -0.007 0.017 0.1855
S -4.191 -2.686 0.004 0.008 0.037 -0.034 0.3252
C -2.960 -1.422 0.087 0.011 -0.071 -0.017 -0.4100
C -3.450 -0.108 0.194 0.133 0.011 0.004 -0.4076
S -2.645 1.366 0.290 0.716 0.384 0.344 0.0426
S -5.205 0.053 0.217 -0.010 0.000 -0.026 0.3361
S -1.369 -1.916 0.000 -0.244 -0.359 1.017 -0.1487
I -0.666 5.970 -2.355 0.046 -0.112 -0.149 0.1376
C -0.500 4.075 -3.220 -0.023 0.065 0.393 -0.2422
C -0.414 3.925 -4.604 0.005 -0.114 -0.057 -0.2252
C -0.303 2.676 -5.157 0.013 0.124 -0.325 -0.1786
I -0.109 2.542 -7.249 -0.027 0.003 0.169 0.0924
C -0.317 1.517 -4.350 -0.042 -0.040 0.219 -0.1400
C -0.217 0.191 -4.827 0.020 -0.081 0.035 -0.1261
C -0.281 -0.848 -3.946 -0.096 0.122 -0.144 -0.2625
C -0.451 -0.585 -2.577 0.073 -0.024 -0.175 0.0538
N -0.506 0.629 -2.091 0.560 0.347 0.558 -0.4198
C -0.427 1.682 -2.947 -0.039 0.112 -0.272 0.1899
C -0.459 2.988 -2.349 0.128 0.065 -0.222 0.3289
O -0.461 3.120 -1.069 -0.246 0.167 0.132 -0.6563
H -0.420 4.803 -5.235 -0.004 0.006 0.006 0.2306
H -0.086 0.014 -5.886 -0.021 0.008 -0.013 0.2225
H -0.217 -1.875 -4.280 0.002 0.000 -0.008 0.2186
H -0.558 -1.401 -1.871 0.165 0.216 -0.318 0.2195

No. 5
86
Properties=species:S:1:pos:R:3:forces:R:3:lowdin_charge:R:1 method="wB97M-V/def2-TZVPD" smiles="CCN(CC)C(=S)SCCCc1ccc(CON=O)c2nccnc12.C[C@@H]1COC(=O)O1.C[C@@H]1COC(=O)O1.C[C@@H]1COC(=O)O1" e_tot_ha=-2972.0180 homo_lumo_gap_ha=0.287
C 1.493 0.841 1.433 0.287 -0.181 -0.434 -0.0753
C 1.782 -0.228 0.372 0.384 1.050 -0.037 -0.2874
N 0.793 -0.209 -0.724 0.416 -1.910 1.104 -0.1971
C 1.437 -0.687 -1.969 0.237 1.042 -1.012 -0.2436
C 2.085 0.484 -2.712 0.331 -0.145 0.279 -0.0778
C -0.389 -0.881 -0.439 -0.948 0.352 -0.516 -1.0495
S -1.679 -0.771 -1.450 0.024 -0.160 -0.208 0.6960
S -0.501 -1.810 1.057 0.633 -0.160 0.034 0.9515
C -1.790 -3.060 0.807 -0.409 -0.200 0.726 -0.4510
C -3.008 -2.831 1.736 0.133 0.166 -0.465 -0.2255
C -4.367 -3.025 1.021 0.125 1.038 0.290 -0.1278
C -4.952 -1.678 0.634 0.072 -0.510 0.170 -0.1514
C -5.366 -0.814 1.621 -0.045 0.375 -0.595 -0.0189
C -5.865 0.461 1.291 0.138 -0.366 -0.601 -0.0064
C -5.943 0.857 -0.026 -0.410 0.215 0.427 -0.1640
C -6.430 2.247 -0.338 0.592 0.276 -0.722 -0.1377
O -5.472 3.246 0.117 -0.167 -0.314 0.622 -0.1138
N -4.205 2.937 -0.440 -0.120 -0.321 -0.050 -0.0293
O -3.353 3.182 0.311 0.053 0.402 -0.072 0.0786
C -5.556 -0.029 -1.063 -0.067 0.153 0.050 -0.1668
N -5.671 0.374 -2.363 0.113 -0.080 0.150 0.1473
C -5.268 -0.487 -3.248 -0.063 0.208 -0.048 -0.1095
C -4.781 -1.767 -2.908 0.207 -0.497 -0.308 -0.1363
N -4.683 -2.209 -1.691 -0.224 0.568 0.006 0.1321
C -5.061 -1.309 -0.737 -0.039 -0.153 0.674 -0.1848
H 0.991 1.669 0.942 -0.280 0.069 0.120 0.0844
H 2.446 1.241 1.772 0.048 -0.064 0.355 0.0572
H 0.924 0.461 2.274 -0.152 0.112 0.082 0.0535
H 1.930 -1.217 0.807 -0.155 -0.153 -0.056 0.0813
H 2.732 0.050 -0.077 0.051 -0.026 -0.212 0.1057
H 2.223 -1.407 -1.737 -0.153 -0.272 0.237 0.1169
H 0.729 -1.157 -2.640 -0.389 -0.073 0.305 0.0792
H 1.535 1.406 -2.562 -0.230 0.021 -0.118 0.0810
H 3.086 0.666 -2.335 0.123 0.095 0.015 0.0435
H 2.185 0.283 -3.776 -0.082 -0.059 -0.093 0.0746
H -2.076 -3.165 -0.233 0.099 0.330 -0.169 0.0497
H -1.319 -3.987 1.126 0.234 -0.080 -0.153 0.0680
H -2.901 -1.816 2.106 -0.383 0.157 0.132 0.0814
H -2.949 -3.476 2.608 0.153 -0.199 -0.018 0.0890
H -5.082 -3.473 1.707 -0.001 -0.359 -0.040 0.1026
H -4.245 -3.620 0.126 -0.115 -0.346 0.044 0.0990
H -5.293 -1.085 2.664 0.055 -0.174 0.089 0.1178
H -6.182 1.138 2.071 0.000 0.100 0.074 0.1201
H -6.555 2.396 -1.405 -0.150 -0.207 -0.126 0.1044
H -7.365 2.462 0.164 0.010 0.208 0.220 0.1236
H -5.317 -0.207 -4.292 -0.044 0.074 -0.095 0.1074
H -4.470 -2.425 -3.709 0.021 -0.129 -0.046 0.1078
C 7.112 4.208 0.945 0.102 -0.315 -0.293 -0.0039
C 5.769 4.348 0.282 0.317 0.025 0.380 -0.3204
C 4.600 3.734 1.009 -0.173 0.085 -0.005 -0.0920
O 3.675 3.512 -0.070 0.100 -0.088 0.021 0.0580
C 4.413 3.305 -1.188 0.021 0.016 0.041 -0.5565
O 3.982 2.895 -2.216 0.088 0.092 -0.068 0.1545
O 5.713 3.623 -0.966 -0.160 0.079 -0.038 0.0743
H 7.893 4.512 0.248 -0.059 0.082 0.310 0.0533
H 7.173 4.831 1.837 -0.046 0.052 -0.035 0.0983
H 7.308 3.172 1.227 -0.076 -0.004 0.017 0.0976
H 5.573 5.401 0.057 -0.085 -0.021 -0.032 0.1628
H 4.167 4.383 1.766 -0.184 0.016 -0.132 0.1412
H 4.843 2.766 1.452 0.127 0.037 0.024 0.1360
C -6.427 -6.194 5.810 0.268 -0.131 0.189 -0.0207
C -5.757 -5.790 4.523 -0.267 -0.109 0.301 -0.3363
C -6.038 -6.675 3.334 -0.082 0.088 -0.173 -0.0917
O -4.892 -6.418 2.509 -0.020 -0.060 0.107 0.0577
C -3.867 -6.109 3.341 0.043 -0.050 0.054 -0.5704
O -2.729 -6.033 3.013 0.098 0.028 -0.061 0.1627
O -4.323 -5.901 4.603 -0.061 0.088 -0.196 0.0850
H -6.028 -5.617 6.644 -0.054 0.077 -0.033 0.0891
H -7.501 -6.019 5.748 -0.001 0.019 -0.039 0.0912
H -6.255 -7.248 6.032 -0.005 -0.014 -0.067 0.0902
H -5.992 -4.746 4.291 0.017 -0.011 -0.080 0.1561
H -6.958 -6.424 2.811 0.124 0.067 -0.167 0.1404
H -6.041 -7.737 3.591 -0.047 0.025 0.124 0.1406
C 7.890 4.517 -5.028 -0.217 0.281 0.166 -0.0163
C 8.915 4.218 -3.966 -0.263 -0.048 -0.362 -0.3284
C 8.696 2.943 -3.191 0.051 -0.174 -0.008 -0.0836
O 9.402 3.228 -1.970 -0.083 0.039 -0.019 0.0669
C 9.342 4.567 -1.784 -0.061 0.045 -0.072 -0.5741
O 9.631 5.120 -0.771 0.168 0.071 -0.082 0.1443
O 8.883 5.185 -2.897 0.198 -0.084 0.076 0.0905
H 8.018 5.531 -5.406 0.086 -0.034 -0.055 0.0888
H 7.995 3.821 -5.860 0.036 -0.023 0.016 0.0916
H 6.877 4.442 -4.632 0.020 -0.067 0.040 0.0909
H 9.920 4.241 -4.398 0.032 -0.029 0.070 0.1588
H 9.101 2.061 -3.679 0.168 -0.004 0.165 0.1400
H 7.645 2.777 -2.943 -0.035 0.080 -0.093 0.1335

No. 6
44
Properties=species:S:1:pos:R:3:forces:R:3:nbo_charge:R:1 method="wB97M-V/def2-TZVPD" smiles="Cc1ccc(CS(=O)(=O)CCC(=O)NCc2ccccc2Cl)cc1" e_tot_ha=-1836.7908 de_lowest_kj_mol=24.2 homo_lumo_gap_ha=0.356
C 3.142 2.059 -5.510 -0.005 -0.031 -0.046 -0.6294
C 2.748 1.188 -4.358 -0.026 0.003 0.067 -0.0032
C 1.458 0.675 -4.275 0.050 0.028 0.022 -0.2295
C 1.084 -0.138 -3.222 0.057 -0.092 0.083 -0.1437
C 1.997 -0.467 -2.225 0.200 0.089 -0.435 -0.0969
C 3.289 0.042 -2.305 -0.069 -0.090 -0.048 -0.1871
C 3.656 0.860 -3.358 -0.052 0.003 -0.034 -0.2090
H 4.662 1.249 -3.404 0.106 0.051 -0.011 0.2144
H 3.998 -0.194 -1.527 0.107 -0.016 0.073 0.2327
C 1.601 -1.296 -1.059 -0.233 0.667 0.641 -0.6524
H 2.333 -2.063 -0.816 0.018 -0.040 0.173 0.2638
H 0.615 -1.740 -1.156 -0.063 -0.060 -0.013 0.2470
S 1.564 -0.238 0.444 -0.017 0.103 0.150 2.1551
O 2.914 0.071 0.824 0.318 0.159 -0.256 -0.9435
O 0.752 -0.916 1.432 -0.218 -0.221 -0.109 -0.9720
C 0.740 1.318 -0.038 0.417 -0.821 -0.088 -0.6507
C -0.717 1.093 -0.401 -0.451 0.175 -0.019 -0.5105
H -0.876 0.045 -0.664 -0.131 -0.016 -0.110 0.2262
C -1.694 1.432 0.732 0.445 -0.116 -0.348 0.6881
O -2.608 2.216 0.581 -0.261 0.213 -0.146 -0.6260
N -1.432 0.787 1.880 0.113 -0.102 0.521 -0.6389
H -0.688 0.096 1.912 -0.120 0.096 -0.104 0.4344
C -2.331 0.845 3.014 -0.105 0.244 -0.047 -0.2457
C -2.650 -0.536 3.513 0.006 0.020 -0.070 -0.0680
C -2.315 -0.918 4.806 -0.053 -0.011 -0.065 -0.1820
C -2.585 -2.191 5.273 -0.003 -0.056 0.070 -0.2108
C -3.194 -3.116 4.442 0.016 0.015 0.037 -0.1994
C -3.534 -2.762 3.149 -0.009 0.044 -0.083 -0.2248
C -3.263 -1.482 2.694 0.061 -0.104 0.253 -0.0180
Cl -3.714 -1.067 1.075 -0.193 -0.046 -0.185 0.0049
H -4.010 -3.471 2.491 -0.046 -0.045 -0.079 0.2263
H -3.405 -4.113 4.797 -0.020 -0.090 0.025 0.2176
H -2.316 -2.463 6.282 0.027 -0.025 0.089 0.2165
H -1.835 -0.199 5.454 0.063 0.095 0.047 0.2137
H -1.878 1.433 3.821 -0.160 -0.058 -0.033 0.2002
H -3.236 1.361 2.672 0.148 -0.048 0.111 0.2498
H -0.997 1.706 -1.259 0.023 -0.084 0.105 0.2487
H 0.865 1.986 0.811 0.156 -0.071 0.133 0.2625
H 1.328 1.690 -0.872 0.033 0.090 -0.038 0.2585
H 0.077 -0.528 -3.178 -0.128 -0.047 0.025 0.2043
H 0.739 0.917 -5.043 -0.087 0.029 -0.086 0.2136
H 3.228 1.462 -6.418 0.035 0.029 -0.088 0.2240
H 2.389 2.826 -5.687 0.001 0.076 -0.049 0.2216
H 4.099 2.541 -5.325 0.050 0.061 -0.037 0.2175